ORCA calculation (ωB97M-V/def2-TZVPD) on a structure of composition C7H31BO21Y in a non-equilibrium geometry.

Values from the calculation:
Net charge: +2
Energy relative to the best compared isomer or geometry (same formula, charge and spin) in kJ/mol: 0.0
2S+1: 2
F_max in eV/Å: 5.9
Gap between HOMO and LUMO (spin up / spin down) in eV: 6.175 / 4.299

Each line ends with the Mulliken charge.
Atoms and positions in Å:
H (1.3687, 1.8350, -2.5123)  0.10
H (-0.8172, 4.8870, 1.7092)  0.29
O (-3.2067, 3.8823, 0.5774)  -0.57
C (-2.5669, -3.0048, 2.8302)  0.75
H (-0.2291, 4.1741, 2.9083)  0.27
O (-0.6238, -0.8520, -4.9152)  -0.61
H (1.6572, -1.7838, -2.5441)  0.33
H (-3.9639, 3.2969, 0.5653)  0.29
H (-3.0965, 0.2360, 1.2665)  0.27
H (2.1881, -0.6859, -3.4410)  0.45
H (-1.4536, 0.9770, -0.3272)  0.23
Y (3.5322, 0.3373, 1.2871)  1.69
O (-3.3503, -2.2217, 3.3110)  -0.67
C (-1.1205, -2.7171, 2.1577)  0.38
O (4.5618, 2.2734, 0.2819)  -0.45
O (-0.5445, -3.8734, 1.9001)  -0.48
B (-1.5485, -4.9719, 2.1682)  0.94
H (5.4154, 2.6888, 0.4041)  0.30
O (-0.5502, -8.2833, 2.9485)  -0.32
H (-3.4790, -0.5166, 2.5232)  0.37
H (1.7678, 1.5189, -4.7802)  0.32
H (-1.5395, -1.8257, -1.6464)  0.26
H (4.7809, -0.1871, -1.3106)  0.35
O (4.0030, -0.4163, -0.8020)  -0.47
O (2.4685, -1.3557, -2.8174)  -0.75
H (-0.5394, 0.8376, 1.2237)  0.26
H (-3.4849, 4.6237, 1.1151)  0.29
O (-1.8472, -5.7608, 0.9887)  -0.34
C (-0.5278, 1.2094, 0.1992)  -0.96
O (-0.6534, -1.5619, 2.0653)  -0.57
H (-0.4307, 1.5208, -2.5506)  0.33
O (-1.0627, 4.3966, 2.4937)  -0.57
O (-1.7783, -7.9326, 0.2456)  -0.27
H (0.7544, -0.0406, -0.9312)  -0.17
O (-2.6877, -4.3001, 2.8382)  -0.51
H (0.8912, -0.4907, 3.0341)  0.35
H (-2.4995, 4.6277, -1.3288)  0.37
O (-0.9825, -6.0164, 3.0473)  -0.33
C (-1.6393, -7.0618, 1.1169)  0.68
H (-0.6983, 2.2579, 0.4436)  0.09
H (2.0758, 3.7168, 0.3879)  0.30
O (1.8128, -0.2400, 3.0975)  -0.45
O (1.8025, 1.3466, 0.0496)  -0.11
C (0.4382, 1.7829, -1.9470)  -0.83
H (1.9485, -0.0576, 4.0273)  0.31
H (0.2077, -0.5644, -5.2922)  0.29
H (4.0538, 2.9116, -0.2190)  0.28
O (2.0596, 0.6737, -4.4386)  -0.68
H (0.2378, 2.7932, -1.5903)  -0.05
O (-1.6834, 4.7917, -1.8013)  -0.64
O (2.4110, 4.5602, 0.6919)  -0.69
H (-2.3664, -2.4130, -0.5225)  0.32
H (3.3367, -0.6162, -1.4596)  0.38
H (-1.0320, 4.2563, -1.3484)  0.30
O (-3.4042, 0.3672, 2.1634)  -0.59
C (-0.9888, -7.2528, 2.5251)  0.60
O (-1.6743, -2.6310, -1.1468)  -0.57
H (3.0109, 0.7571, -4.3726)  0.25
C (0.6377, 1.0087, -0.6602)  1.03
H (-1.0061, -0.0573, -4.5429)  0.32
H (1.6550, 5.1461, 0.6557)  0.29

---

ORCA calculation (ωB97M-V/def2-TZVPD) on the molecule C4H6S2 in a non-equilibrium geometry.

Values from the calculation:
Energy relative to the best compared isomer or geometry (same formula, charge and spin) in kJ/mol: 310.9
2S+1: 1
F_max in eV/Å: 6.7
Gap between HOMO and LUMO in eV: 7.267

Each line ends with the Mulliken charge.
Atoms and positions in Å:
H (-0.4631, -2.0346, -1.3953)  0.29
C (-0.3000, -0.0578, 1.2318)  -0.07
H (1.0452, -1.0640, -2.0387)  0.25
H (-1.1457, -0.7296, 1.1861)  0.30
H (-0.5841, -0.1011, -1.5054)  0.27
C (0.6156, -0.4470, -0.0744)  0.12
C (0.0418, -0.9491, -1.2497)  -0.87
S (-1.7047, 2.0834, 0.1165)  -0.17
S (2.0567, 0.5112, -0.2382)  -0.18
H (0.2950, -0.3765, 2.2245)  0.22
H (0.5318, 1.8523, 0.9452)  0.35
C (-0.3885, 1.3129, 0.7977)  -0.52

---

ORCA calculation (ωB97M-V/def2-TZVPD) on the ion C6H9N6O with charge +1 in a non-equilibrium geometry.

Values from the calculation:
Net charge: +1
Energy relative to the best compared isomer or geometry (same formula, charge and spin) in kJ/mol: 354.1
2S+1: 1
F_max in eV/Å: 6.7
Gap between HOMO and LUMO (spin up / spin down) in eV: 6.245 / 6.398

Each line ends with the Mulliken charge.
Atoms and positions in Å:
C (-0.1080, 1.0166, 0.5511)  0.08
C (-1.3148, 0.1887, 0.7192)  0.94
N (-0.3965, 2.2089, 1.1257)  -0.05
H (4.0011, 1.3792, -0.3191)  0.28
N (-2.7285, -1.6814, 0.7916)  -0.37
C (-0.1403, -1.8247, -1.5749)  0.42
H (3.4699, 0.0254, 0.5427)  0.26
N (-0.9597, -1.6627, -0.7247)  -0.02
N (-2.2466, 1.0153, 1.3674)  -0.65
H (0.2114, 2.9674, 0.9629)  0.22
H (-2.0633, 2.9083, 2.1336)  0.49
N (0.6754, -2.3748, -2.3435)  -0.42
H (0.5176, -2.3465, -3.4310)  0.35
H (-3.1885, -2.4803, 0.4372)  0.21
H (2.9612, 0.1882, -1.1416)  0.23
H (1.7019, -2.1588, -2.0946)  0.35
H (-3.2758, -1.2017, 1.3799)  0.22
C (-1.6609, -1.0542, 0.2464)  -0.19
N (0.9439, 0.6293, -0.0460)  -0.22
C (3.1467, 0.6794, -0.3056)  -0.54
O (2.1007, 1.4465, 0.1365)  -0.31
C (-1.6468, 2.1317, 1.5869)  -0.29

---

ORCA calculation (ωB97M-V/def2-TZVPD) on the molecule C5H8N2S in a non-equilibrium geometry.

Values from the calculation:
Energy relative to the best compared isomer or geometry (same formula, charge and spin) in kJ/mol: 312.1
2S+1: 1
F_max in eV/Å: 2.3
Gap between HOMO and LUMO in eV: 7.868

Each line ends with the Mulliken charge.
Atoms and positions in Å:
C (-1.9273, -1.3471, 1.2653)  -0.28
S (0.8200, -2.3355, -0.2920)  -0.27
C (0.0930, 0.3902, 0.3942)  0.11
H (2.6719, 0.2327, -1.0893)  0.29
H (0.3995, 2.1751, -0.9158)  0.31
C (0.9709, 1.4216, -0.3453)  -0.85
H (1.2357, 0.3556, -2.2003)  0.23
N (-2.1820, -0.4820, 0.3689)  -0.71
N (-1.2835, 0.5285, 0.0861)  0.09
C (1.5882, 0.3066, -1.1663)  -0.35
H (-0.9872, -1.4866, 1.8671)  0.25
H (1.6295, 1.9383, 0.3427)  0.26
H (0.2855, 0.3459, 1.4561)  0.33
C (0.8468, -0.7057, -0.2964)  0.04
H (-2.6342, -2.1820, 1.3575)  0.26
H (-1.5267, 0.8446, -0.8325)  0.30

---

ORCA calculation (ωB97M-V/def2-TZVPD) on a cluster of 7 separate species, C30H68ClO26P4 in total in a non-equilibrium geometry.

Values from the calculation:
Net charge: -1
Energy relative to the best compared isomer or geometry (same formula, charge and spin) in kJ/mol: 0.0
2S+1: 1
F_max in eV/Å: 2.2
Gap between HOMO and LUMO in eV: 9.418

Each line ends with the Mulliken charge.
Atoms and positions in Å:
C (-7.3342, 2.2559, 2.4108)  -1.11
O (-6.0137, 2.9647, 0.4504)  -0.33
H (1.8209, 3.9680, -0.9805)  0.34
O (-0.3224, -3.2562, 5.4237)  -0.35
H (9.2885, 1.1797, -2.8133)  0.38
C (-5.8645, -0.6766, -2.8145)  -1.11
H (-8.0791, -4.0718, 1.9693)  0.34
C (-3.5458, 0.7457, 0.1246)  -0.23
H (-5.2232, -0.4500, -3.6773)  0.36
P (6.2946, -2.3359, -3.5668)  0.78
O (-4.0352, 4.5128, 0.0963)  -0.20
H (-8.0739, 1.9189, 1.6872)  0.32
C (1.7483, 3.3995, -0.0500)  -0.68
H (-5.2959, 6.0958, -0.2083)  0.29
H (3.9618, 3.3937, -2.3114)  0.35
H (-1.3218, -2.5240, -1.4421)  0.14
H (-0.9927, -4.2085, -1.1048)  0.40
H (-7.4907, -3.3373, 3.4385)  0.33
P (-4.5900, 3.0940, -0.2796)  0.56
H (-0.9968, 0.5020, 4.6164)  0.05
C (5.0079, 1.3146, 1.9897)  0.52
C (-3.8964, 0.9163, 4.4840)  0.61
C (3.7017, 1.2571, -2.6392)  0.36
H (4.2970, -2.3672, -0.6484)  0.08
C (-1.7317, 0.8237, 3.8741)  0.70
H (3.9966, 0.0399, -6.4998)  0.29
C (-3.2352, 6.5937, -0.7051)  -1.29
H (-0.3334, 2.9166, -0.4324)  0.51
H (-1.4140, 2.7201, 4.7906)  0.36
H (-2.0603, 2.8175, 3.1138)  0.12
C (-5.0574, -1.7654, -2.1573)  0.89
H (0.3321, 2.0683, 0.8835)  0.04
C (-1.7993, -3.4759, -1.2305)  -0.96
H (2.5296, -2.1597, 4.5494)  0.23
O (-3.5710, 2.1100, 0.5321)  0.46
H (-4.2610, -1.4347, -1.4871)  -0.53
H (5.5379, 0.6908, 1.2675)  0.05
H (7.1023, 0.1052, -2.6320)  -0.12
O (-6.0033, -4.0073, 0.7960)  -0.36
H (-0.0057, -2.2460, 3.5531)  -0.22
H (-4.0972, 0.5967, -0.8064)  0.13
H (-4.7491, 5.4245, -1.7015)  0.36
H (-8.2257, -2.3244, 2.1071)  0.33
H (0.4762, -1.3466, 4.8868)  -0.13
H (6.0100, -2.3281, -6.1466)  0.37
H (8.6995, 0.5299, -4.2923)  0.31
H (1.7164, 4.1112, 0.7765)  0.38
O (0.9421, -0.8983, 1.8582)  -0.40
O (5.0829, 2.2791, -0.9611)  0.10
H (-4.5313, -2.3739, -2.8973)  0.27
H (3.9730, 0.9902, 2.0746)  0.05
C (5.7356, -1.2919, -5.9376)  -0.26
C (-2.4727, -3.6114, 0.1455)  -0.46
H (4.4018, -1.1481, -7.6169)  0.40
O (2.3764, -0.6049, 0.1427)  -0.43
O (5.6289, -1.1999, -4.5053)  -0.04
H (2.0194, -3.4759, 3.5764)  0.16
H (5.0276, -3.7868, -1.3198)  0.28
H (-1.2311, 0.7070, 2.9142)  -0.54
H (3.0825, -2.0214, -2.9268)  0.15
H (-3.5185, 7.5967, -1.0493)  0.39
H (6.8907, 1.1462, 3.1816)  0.33
C (4.3776, -0.9805, -6.5321)  -1.20
H (-7.8416, 2.7270, 3.2491)  0.35
H (-6.8036, 1.3751, 2.7787)  0.19
O (-3.4603, 2.2003, 4.5629)  -0.40
C (0.3919, -2.3879, 4.5570)  0.64
C (-2.1712, 0.1431, 0.0433)  0.56
H (-5.4878, -3.2877, 2.6414)  0.24
O (-4.6696, 2.7662, -1.7045)  -0.79
O (7.7866, -1.7662, -3.3395)  -0.34
C (4.5515, -2.8407, -1.5921)  -0.12
C (4.5557, 2.4787, -2.3222)  -0.76
H (3.5846, -3.7017, -3.4430)  0.43
H (3.0123, 1.0639, -1.8222)  -0.31
H (-5.2572, 2.9907, 2.3124)  0.00
C (3.4451, -3.0040, -2.6199)  -0.84
H (-1.8421, -3.0449, 0.8342)  0.18
C (-6.2371, 3.1511, 1.8537)  0.29
H (-2.2103, -0.9382, -0.0262)  -0.70
O (-5.0278, 0.5806, 4.6526)  -0.56
O (-4.6343, -5.0088, -1.1687)  -0.78
P (4.3806, 3.1665, 0.1701)  -0.06
H (8.2516, -0.6819, -1.5911)  0.28
H (5.7971, 2.1984, 3.8224)  0.35
H (-5.9026, 0.2909, -2.3198)  0.19
O (4.4644, 4.6211, 0.0126)  -0.82
O (5.6647, -2.0597, -2.1244)  -0.26
C (5.8073, 1.2430, 3.2789)  -1.35
O (2.6913, -2.5257, 1.4214)  -0.75
H (-2.8339, 6.8910, 0.2679)  0.32
H (-6.4778, 4.1951, 2.0817)  0.28
H (-1.5476, 0.4109, 0.8977)  -0.46
O (0.3161, -4.8108, 6.9746)  -0.56
C (0.5722, -4.0098, 6.1334)  0.54
O (2.8930, 2.5592, 0.2347)  0.57
P (-5.0200, -3.7819, -0.4491)  0.36
O (0.9026, -2.4687, 0.0579)  -0.60
H (-1.6670, 0.6247, -0.7994)  0.29
C (7.9760, -0.5444, -2.6361)  0.40
C (-4.4183, 5.6561, -0.6886)  -0.27
O (-2.9256, 0.1229, 4.0544)  -0.27
H (-2.3829, 6.2889, -1.3097)  0.32
H (-6.7557, -1.1003, -3.2731)  0.36
H (-2.4919, -4.6324, 0.5184)  0.52
C (-2.1350, 2.3225, 4.0803)  -0.09
H (10.0862, -0.2457, -3.4433)  0.32
O (6.2171, -3.6957, -4.1067)  -0.82
C (-6.1601, -2.9991, 1.8389)  0.52
O (5.0737, 2.6644, 1.5051)  -0.37
H (3.6524, -1.6987, -6.1511)  0.28
H (3.1243, 1.5112, -3.5304)  0.42
C (0.5951, 2.4316, -0.1165)  -0.57
H (2.5480, -3.4396, -2.1613)  0.29
H (-4.1371, 0.1947, 0.8721)  0.08
H (-5.9699, -2.0068, 1.4408)  -0.13
C (1.8008, -2.9704, 4.5191)  0.00
H (-2.3983, -3.8285, -2.0680)  0.44
H (5.4563, 0.5594, 4.0519)  0.33
O (1.8066, -3.7978, 5.6522)  -0.37
C (9.1169, 0.2303, -3.3280)  -1.32
O (-3.7555, -2.9451, 0.1564)  0.21
H (0.7681, 1.5031, -0.6572)  0.08
H (5.3711, 2.5699, -3.0343)  0.47
H (4.4435, 0.4679, -2.7574)  -0.32
Cl (1.7039, -1.6171, 0.8664)  1.32
H (6.5173, -0.5881, -6.2308)  0.23
O (-5.7857, -2.6717, -1.2873)  -0.27
C (-7.6037, -3.1783, 2.3662)  -1.31

---

ORCA calculation (ωB97M-V/def2-TZVPD) on a cluster of 2 separate species, C10H10N2O2 in total in a non-equilibrium geometry.

Values from the calculation:
Energy relative to the best compared isomer or geometry (same formula, charge and spin) in kJ/mol: 452.4
2S+1: 1
F_max in eV/Å: 6.6
Gap between HOMO and LUMO in eV: 8.964

Each line ends with the Mulliken charge.
Atoms and positions in Å:
H (-0.6065, -1.6145, -2.7369)  0.24
H (2.7589, 0.2550, 1.6867)  0.45
C (-0.5700, -1.6812, -1.5367)  -0.33
C (-1.8570, -1.3811, -0.9561)  -0.21
O (-1.2216, 2.0592, 1.4071)  -0.71
H (-3.0198, -0.5588, 0.7045)  0.38
H (-2.8238, -1.4991, -1.7705)  0.18
C (-1.0360, -1.4960, 1.2318)  -0.41
C (0.4209, -1.9232, -0.6648)  -0.20
N (0.8214, 1.1126, 1.6165)  0.03
C (-2.1276, -1.1095, 0.4444)  -0.48
H (0.9063, 1.3491, 2.6657)  0.33
C (2.0451, 0.6736, -0.3034)  -0.81
H (2.9832, 0.2840, -0.6163)  0.45
C (0.9501, 1.0287, -1.2651)  0.41
C (-0.2928, 1.3593, 0.8808)  0.30
O (0.8012, 0.9761, -2.4670)  -0.63
H (0.8420, -1.8561, 1.7158)  0.49
H (-0.8013, 1.4869, -1.1993)  0.28
N (-0.1001, 1.1789, -0.4279)  0.16
C (1.8985, 0.5178, 1.1095)  -0.28
H (-1.3649, -1.3100, 2.2720)  0.26
H (1.5364, -1.7681, -1.0694)  0.24
C (0.2195, -1.8369, 0.8110)  -0.14

---

no.,total energy (Ha)
1,-1928.1088
2,-952.2510
3,-637.4202
4,-702.9111
5,-4965.9897
6,-646.9297